Here is a 9-piece molecular cluster, C30H65N6O16P overall from OMol25. Energies are from the ωB97M-V functional and the def2-TZVPD basis.

Atoms and positions in Å:
C (-26.31257, 13.84734, 0.99039)
C (-25.15904, 14.26788, 1.94006)
O (-24.02977, 14.72194, 1.19510)
P (-23.01290, 13.72202, 0.58123)
O (-22.60119, 12.59321, 1.43826)
O (-23.64784, 13.14302, -0.80052)
C (-23.92524, 13.67585, -2.13326)
C (-23.12809, 12.95355, -3.16707)
O (-21.86337, 14.74469, 0.04180)
C (-20.56262, 14.59256, 0.72414)
C (-19.55581, 14.08057, -0.26176)
H (-26.57368, 14.65136, 0.29726)
H (-25.97803, 12.93330, 0.46803)
H (-27.22158, 13.65612, 1.60896)
H (-25.49328, 15.03404, 2.57868)
H (-24.95927, 13.25093, 2.51311)
H (-24.93884, 13.55197, -2.31580)
H (-23.56607, 14.68712, -2.10672)
H (-22.10462, 12.76013, -2.76192)
H (-23.70281, 12.04840, -3.35007)
H (-23.19207, 13.49784, -4.12935)
H (-20.37099, 15.57202, 1.05690)
H (-20.78454, 13.82422, 1.48898)
H (-19.66902, 12.97242, -0.29355)
H (-19.90556, 14.46260, -1.20978)
H (-18.52955, 14.36080, 0.06657)
C (-23.52483, 5.95627, -2.78457)
C (-22.86812, 5.30056, -1.54786)
O (-23.51291, 5.26535, -0.46150)
N (-21.66903, 4.77958, -1.65683)
C (-20.87892, 4.42747, -0.54520)
H (-22.81210, 6.23095, -3.55231)
H (-24.20413, 6.78201, -2.39724)
H (-24.12454, 5.18907, -3.27807)
H (-21.12948, 5.00239, -2.45309)
H (-20.63348, 5.35539, -0.04140)
H (-19.91048, 3.98269, -0.80648)
H (-21.40535, 3.80336, 0.19892)
C (-25.70737, 10.52879, 2.47472)
C (-27.05335, 9.86499, 2.28213)
O (-27.71949, 9.89724, 1.26391)
N (-27.60907, 9.19243, 3.36321)
C (-27.15767, 9.14411, 4.71450)
H (-25.64636, 10.91732, 3.53672)
H (-25.70491, 11.24744, 1.68430)
H (-24.90382, 9.71841, 2.34578)
H (-28.52782, 8.78811, 3.15242)
H (-26.05760, 9.31974, 4.85901)
H (-27.42130, 8.17999, 5.12935)
H (-27.64848, 9.93812, 5.32941)
C (-20.93550, 12.67785, 4.74856)
C (-20.74563, 11.23135, 5.15421)
O (-19.70295, 10.56511, 5.05315)
N (-21.87055, 10.68314, 5.61151)
C (-23.23770, 11.20385, 5.56995)
H (-21.17650, 13.27693, 5.57264)
H (-21.82747, 12.66321, 4.16207)
H (-20.06463, 13.10538, 4.17028)
H (-21.81439, 9.62965, 5.72797)
H (-23.23505, 12.18048, 5.97658)
H (-23.84739, 10.50077, 6.14627)
H (-23.63006, 11.22453, 4.57207)
C (-17.65263, 4.85287, -4.67512)
C (-18.60058, 5.77149, -4.01511)
O (-19.80755, 5.60341, -4.01090)
N (-17.99910, 6.82416, -3.35547)
C (-18.67781, 7.90808, -2.66235)
H (-16.65624, 4.86211, -4.18716)
H (-17.55334, 5.12165, -5.72388)
H (-18.11465, 3.82475, -4.69786)
H (-16.98395, 6.76715, -3.40659)
H (-18.11159, 8.77445, -2.92026)
H (-18.59423, 7.69130, -1.62846)
H (-19.68551, 7.92369, -2.99351)
C (-21.82745, 8.81087, -1.43836)
C (-21.00302, 8.93151, -0.20495)
O (-20.34451, 8.02257, 0.28024)
N (-21.19971, 10.08597, 0.47113)
C (-20.61928, 10.24816, 1.81730)
H (-22.89078, 8.87917, -1.17073)
H (-21.63469, 7.83895, -1.92600)
H (-21.54750, 9.57197, -2.19184)
H (-21.84832, 10.73157, 0.06057)
H (-20.50583, 9.26202, 2.25920)
H (-21.27440, 10.86834, 2.50000)
H (-19.68861, 10.79928, 1.76191)
C (-27.80860, 12.31539, -1.77082)
C (-27.22580, 11.04387, -2.34584)
O (-26.91930, 10.91314, -3.50304)
N (-26.97578, 10.04085, -1.47874)
C (-26.33577, 8.81042, -1.91923)
H (-28.54498, 12.76233, -2.42167)
H (-27.06747, 13.06020, -1.64730)
H (-28.19255, 12.30156, -0.73489)
H (-27.03257, 10.20917, -0.44129)
H (-26.55222, 7.97203, -1.24374)
H (-25.25183, 8.97200, -2.08671)
H (-26.85598, 8.59811, -2.84581)
C (-17.95469, 8.13118, 3.45570)
C (-17.52950, 8.80234, 2.12804)
O (-17.44198, 7.73254, 1.25028)
C (-18.26037, 6.75484, 1.67587)
O (-18.50582, 5.76409, 1.04468)
O (-18.54723, 6.96026, 2.93880)
H (-18.64356, 8.83732, 4.03691)
H (-17.03584, 7.85896, 4.00801)
H (-16.54677, 9.26156, 2.37707)
H (-18.21138, 9.52546, 1.72108)
C (-23.19639, 6.77429, 1.80140)
C (-24.18007, 5.86786, 2.56599)
O (-24.16842, 6.43475, 3.88575)
C (-23.58103, 7.64742, 3.86569)
O (-23.43925, 8.38788, 4.83267)
O (-23.04062, 7.95432, 2.67065)
H (-23.54825, 7.01805, 0.83772)
H (-22.21267, 6.39050, 1.77612)
H (-23.82770, 4.87004, 2.52831)
H (-25.16047, 5.99509, 2.13865)

Total charge = 0
SMILES string = CCOP(=O)(OCC)OCC.O=C1OCCO1.O=C1OCCO1.CNC(C)=O.CNC(C)=O.CNC(C)=O.CNC(C)=O.CNC(C)=O.CNC(C)=O
E_HOMO = -0.334 hartree



Here is C30H66AlN6O7S as an isolated structure from OMol25. Energies are from the ωB97M-V functional and the def2-TZVPD basis.

Atoms and positions in Å:
C (-2.68094, -1.68798, 4.04483)
C (-2.61599, -0.28639, 3.29414)
C (-1.15511, 0.40463, 3.33386)
Al (-0.76597, 0.94438, 1.36513)
C (0.78491, 2.28059, 1.43316)
C (1.65604, 2.35071, 0.08515)
C (1.10721, 3.47767, -0.93324)
S (1.07432, 2.79497, -2.68673)
C (-0.35325, -0.70854, 0.18520)
C (0.26625, -1.88160, 1.06866)
C (-0.17070, -3.35222, 0.64197)
C (-1.72727, -3.53636, 0.35892)
O (-1.96004, -3.29689, -1.05176)
C (-3.29770, -3.05021, -1.33414)
C (-3.64780, -2.60921, -2.83213)
O (-4.24515, -3.17911, -0.55218)
C (-2.45346, 1.92355, 0.71658)
C (-3.28511, 1.16970, -0.38304)
C (-4.79284, 0.78342, -0.01921)
N (-2.83604, 0.87276, -1.58156)
H (-3.65371, -2.19242, 3.71873)
H (-2.79554, -1.53273, 5.17143)
H (-1.81604, -2.38313, 3.80412)
H (-3.34719, 0.45775, 3.72960)
H (-2.94586, -0.47945, 2.21557)
H (-0.35805, -0.27879, 3.76287)
H (-1.19044, 1.39611, 3.90082)
H (1.44746, 1.98159, 2.31378)
H (0.32936, 3.31991, 1.56766)
H (2.72651, 2.67414, 0.32787)
H (1.73146, 1.34720, -0.43807)
H (0.10511, 3.88346, -0.61142)
H (1.85020, 4.34166, -0.96384)
H (2.36769, 2.97390, -3.15587)
H (-1.32018, -0.96840, -0.34125)
H (0.39792, -0.45972, -0.64318)
H (0.09039, -1.78515, 2.18280)
H (1.39790, -1.83377, 0.93342)
H (0.10343, -4.04315, 1.51615)
H (0.40449, -3.73480, -0.25283)
H (-2.00076, -4.63445, 0.54491)
H (-2.36589, -2.92024, 1.05773)
H (-2.77030, -1.98758, -3.19664)
H (-3.69635, -3.58699, -3.41663)
H (-4.63551, -2.06653, -2.89046)
H (-2.14433, 2.93834, 0.31095)
H (-3.14613, 2.08710, 1.60545)
H (-5.31252, 0.38956, -0.95188)
H (-4.85906, 0.07226, 0.85823)
H (-5.36122, 1.72456, 0.29381)
H (-3.57637, 0.37961, -2.10773)
C (1.66468, -7.21231, 2.15698)
O (2.53332, -7.60738, 1.40405)
N (0.34938, -7.55904, 2.09215)
C (-0.63091, -7.04660, 3.02827)
C (-0.08423, -8.47084, 1.05169)
H (1.88775, -6.51607, 2.98066)
H (-1.08916, -7.88570, 3.55870)
H (-1.39915, -6.50129, 2.47442)
H (-0.16784, -6.37569, 3.75216)
H (0.45703, -9.41481, 1.15223)
H (0.14742, -8.03846, 0.07559)
H (-1.15631, -8.65315, 1.12648)
C (-5.06162, -5.08619, -6.26224)
O (-5.30412, -4.28470, -5.38362)
N (-4.41380, -6.26963, -6.08604)
C (-4.15831, -7.17929, -7.18350)
C (-3.96412, -6.63174, -4.75408)
H (-5.35940, -4.90785, -7.30809)
H (-4.64074, -8.13768, -6.97446)
H (-3.08008, -7.32898, -7.28145)
H (-4.54961, -6.77950, -8.11948)
H (-4.82487, -6.67279, -4.08272)
H (-3.27304, -5.86919, -4.38807)
H (-3.46511, -7.60062, -4.76984)
C (3.65772, -0.49181, 3.26214)
O (2.99937, -1.00567, 2.38211)
N (4.62593, 0.44476, 3.07148)
C (5.37215, 1.01720, 4.17189)
C (4.91861, 0.88387, 1.72055)
H (3.51367, -0.75477, 4.32260)
H (5.21476, 2.09877, 4.18720)
H (6.43614, 0.80620, 4.03198)
H (5.04670, 0.59588, 5.12354)
H (4.01558, 1.30875, 1.27773)
H (5.22889, 0.02355, 1.12225)
H (5.71165, 1.63216, 1.72571)
C (2.50875, 6.35642, -2.55590)
O (2.57205, 6.91903, -1.47730)
N (2.72476, 6.94765, -3.76084)
C (2.63098, 6.21234, -5.00571)
C (3.05917, 8.35822, -3.80121)
H (2.26269, 5.28705, -2.63768)
H (3.59339, 6.25841, -5.52247)
H (1.85951, 6.66631, -5.63280)
H (2.37330, 5.16881, -4.82230)
H (3.97578, 8.52703, -3.23092)
H (2.25173, 8.93256, -3.34091)
H (3.20215, 8.68744, -4.83051)
C (2.60461, 5.92772, 2.86521)
O (2.80083, 5.31667, 3.89806)
N (2.89991, 7.24247, 2.66747)
C (2.64203, 7.91560, 1.40833)
C (3.49352, 7.99502, 3.75457)
H (2.15803, 5.44518, 1.98139)
H (3.58524, 8.29601, 1.00819)
H (1.95725, 8.75034, 1.58373)
H (2.19720, 7.23564, 0.68448)
H (4.43829, 7.52715, 4.04252)
H (2.81977, 7.97711, 4.61479)
H (3.67295, 9.02667, 3.45113)

Total charge = -1
E_HOMO = -0.160 hartree



Number 1: orbital gap 9.51 eV, strongest force on any atom 0.075 Eh/bohr. Number 2: orbital gap 6.40 eV, strongest force on any atom 0.053 Eh/bohr.